a | Below is a cluster of 2 separate species, C2H4O3P in total, with properties calculated with ωB97M-V with the def2-TZVPD basis set.

Properties
2S+1   1
Charge   -1
LUMO energy   4.2 eV
HOMO   -3.07 eV
Kohn-Sham gap   7.29 eV

Each atom is followed by the atoms it is bonded to, with distances in Å.
Positions of all 10 atoms, in Å:
1 C -0.08737 0.04682 0.81900  C2 1.308, H7 1.099, H8 1.080
2 C -0.32855 -0.21983 -0.43877  C1 1.308, O5 1.319, H9 1.148
3 O 2.96847 -0.94681 0.99798  P6 1.457
4 O 2.77292 1.43166 -0.20413  P6 1.471
5 O 0.51113 -0.59227 -1.38579  C2 1.319
6 P 2.93518 -0.02907 -0.13293  O3 1.457, O4 1.471, H10 1.408
7 H -0.79466 0.52337 1.51236  C1 1.099
8 H 0.87685 -0.12186 1.27578  C1 1.080
9 H -1.45743 -0.12819 -0.62657  C2 1.148
10 H 3.60451 -0.78657 -1.11267  P6 1.408

natural (NBO) atomic charge list, values in e, 2 entries: number 1, C, carries -0.669; number 2, C, carries 0.202

***

b | Below is the ion C2H4O3P with charge -1, with properties calculated with ωB97M-V with the def2-TZVPD basis set.

Properties
2S+1   1
Charge   -1
LUMO energy   4.2 eV
HOMO   -2.59 eV
Kohn-Sham gap   6.81 eV

Each atom is followed by the atoms it is bonded to, with distances in Å.
Positions of all 10 atoms, in Å:
1 C 1.03959 0.01555 -0.62142  C2 1.472, O3 1.247, P6 2.164
2 C -0.24802 -0.58220 -1.00951  C1 1.472, H7 1.118, H8 1.113, H9 1.032
3 O 1.90670 0.28590 -1.47513  C1 1.247
4 O -0.69861 1.34396 1.05255  P6 1.733, H10 0.976
5 O 0.16756 -0.83580 2.03744  P6 1.475
6 P 0.70414 0.41945 1.47763  C1 2.164, O4 1.733, O5 1.475
7 H -0.21678 -1.69649 -0.92981  C2 1.118
8 H -0.52330 -0.26065 -2.03886  C2 1.113
9 H -1.00484 -0.23992 -0.39761  C2 1.032
10 H -1.12643 1.55020 1.90471  O4 0.976

natural (NBO) atomic charge list, values in e, 2 entries: number 1, C, carries 0.327; number 2, C, carries -0.755

***

Tell me which of them is the most stable. Sure, it is b.